# 1
A structure of composition C29H72F6NO31PtS11 at a distorted geometry. Source: the Open Molecules 2025 dataset; level of theory: ωB97M-V/def2-TZVPD.

Geometry (Å):
Pt  -1.661  -2.563  0.447
C  2.209  -0.856  0.344
F  2.108  -1.859  1.297
F  3.135  -0.031  0.648
F  2.554  -1.485  -0.803
S  0.460  -0.001  0.131
O  0.013  0.062  1.513
O  0.569  1.326  -0.476
N  -0.491  -1.254  -0.588
S  -0.483  -0.875  -2.098
O  -1.815  -0.413  -2.558
O  0.706  -0.197  -2.641
C  -0.370  -2.647  -2.991
F  -0.487  -2.481  -4.332
F  0.867  -3.166  -2.750
F  -1.345  -3.374  -2.553
O  0.693  4.757  6.033
S  0.160  3.932  4.927
O  -1.256  4.082  4.564
O  1.025  4.172  3.557
C  0.613  3.502  2.370
C  0.802  4.675  1.359
C  0.464  2.131  5.166
H  -0.406  3.117  2.344
H  1.223  2.606  2.249
H  0.773  4.278  0.344
H  1.722  5.192  1.633
H  -0.013  5.398  1.350
H  0.152  1.574  4.282
H  -0.157  1.756  5.979
H  1.510  1.957  5.419
O  -3.381  -2.440  -1.041
S  -4.651  -2.482  -1.789
O  -5.079  -1.283  -2.511
O  -4.474  -3.686  -2.931
C  -5.530  -3.863  -3.800
C  -4.950  -4.584  -5.041
C  -6.024  -3.186  -0.702
H  -6.062  -3.001  -4.203
H  -6.257  -4.601  -3.460
H  -4.674  -5.622  -4.853
H  -4.012  -4.092  -5.298
H  -5.579  -4.584  -5.931
H  -5.601  -4.151  -0.424
H  -6.878  -3.383  -1.351
H  -6.062  -2.578  0.202
O  5.066  0.861  4.633
S  4.761  1.603  3.420
O  3.415  1.718  2.805
O  5.289  3.199  3.545
C  4.439  4.123  4.295
C  4.646  4.007  5.808
C  5.860  1.142  2.061
H  3.375  3.985  4.103
H  4.703  5.158  4.076
H  3.805  4.428  6.359
H  5.592  4.515  5.994
H  4.885  2.964  6.013
H  5.724  0.076  1.880
H  6.834  1.529  2.359
H  5.422  1.725  1.251
O  0.693  -5.287  2.283
S  0.854  -4.931  0.910
O  0.094  -3.875  0.322
O  2.495  -4.653  0.671
C  2.935  -4.660  -0.648
C  4.039  -5.769  -0.865
C  0.511  -6.510  0.025
H  3.380  -3.673  -0.777
H  2.086  -4.757  -1.325
H  4.166  -6.029  -1.916
H  3.701  -6.717  -0.445
H  4.969  -5.447  -0.397
H  0.715  -6.425  -1.042
H  -0.523  -6.767  0.257
H  1.284  -7.136  0.470
O  -2.636  -1.981  4.129
S  -1.264  -2.383  3.822
O  -0.823  -2.345  2.444
O  -0.174  -1.434  4.616
C  1.192  -1.526  4.285
C  1.900  -1.681  5.647
C  -0.841  -3.959  4.667
H  1.563  -0.667  3.725
H  1.497  -2.306  3.588
H  2.940  -1.964  5.482
H  1.462  -2.518  6.189
H  1.821  -0.749  6.207
H  0.244  -4.055  4.661
H  -1.432  -4.808  4.322
H  -1.034  -3.823  5.731
O  -7.244  1.847  -3.715
S  -5.897  2.259  -4.153
O  -5.312  1.930  -5.435
O  -5.879  3.920  -4.018
C  -6.658  4.464  -2.961
C  -5.958  5.801  -2.634
C  -4.626  1.868  -2.780
H  -6.730  3.863  -2.054
H  -7.643  4.715  -3.357
H  -5.544  6.284  -3.520
H  -5.091  5.689  -1.983
H  -6.549  6.597  -2.181
H  -5.236  1.753  -1.885
H  -3.983  2.732  -2.609
H  -4.066  0.977  -3.065
O  4.125  -0.160  -8.184
S  3.452  -1.109  -7.278
O  2.511  -2.141  -7.777
O  4.636  -1.884  -6.484
C  4.367  -3.229  -6.010
C  3.447  -3.421  -4.884
C  2.608  -0.234  -5.821
H  5.307  -3.639  -5.641
H  4.085  -3.832  -6.872
H  3.520  -4.416  -4.446
H  2.442  -3.213  -5.252
H  3.589  -2.705  -4.074
H  1.849  0.435  -6.228
H  3.351  0.271  -5.204
H  2.153  -1.049  -5.258
O  -2.976  -1.109  1.355
S  -3.734  0.138  1.454
O  -3.809  1.101  0.366
O  -5.279  -0.268  1.918
C  -5.536  -1.108  2.997
C  -7.040  -1.004  3.165
C  -3.225  1.124  2.898
H  -5.117  -0.735  3.931
H  -5.125  -2.111  2.889
H  -7.431  -1.339  2.204
H  -7.296  0.028  3.405
H  -7.477  -1.667  3.912
H  -3.987  1.849  3.185
H  -2.229  1.478  2.631
H  -3.169  0.489  3.782
O  3.623  5.627  -3.029
S  3.746  6.423  -1.800
O  2.729  7.419  -1.399
O  3.887  5.278  -0.592
C  4.547  4.092  -0.874
C  3.480  2.995  -1.196
C  5.528  7.164  -1.657
H  4.920  3.712  0.077
H  5.270  4.109  -1.690
H  2.773  2.828  -0.383
H  3.986  2.072  -1.477
H  2.787  3.137  -2.026
H  5.565  7.890  -0.845
H  5.641  7.682  -2.610
H  6.242  6.355  -1.502

orbital gap (alpha / beta): 8.6 / 6.8 eV
calculated total energy: -8633.233016 Ha
charge: +1
ΔE to the lowest compared entry with this formula, charge and spin: 133.4 kcal per mole
LUMO level (alpha / beta): -0.1280 / -0.1937 hartree
spin multiplicity: 3

# 2
The molecule C22H22N2O2S at a distorted geometry. Source: the Open Molecules 2025 dataset; level of theory: ωB97M-V/def2-TZVPD.

Geometry (Å):
C  -3.235  5.203  2.535
S  -1.584  4.381  2.839
C  -1.122  4.216  1.191
C  -0.833  5.360  0.425
C  -0.282  5.236  -0.828
C  -0.061  3.971  -1.347
C  -0.354  2.787  -0.603
C  -0.069  1.458  -1.118
N  0.281  0.542  -0.189
C  0.499  -0.717  -0.544
C  0.818  -1.708  0.551
C  2.189  -2.412  0.364
C  2.510  -3.191  1.679
C  1.279  -3.830  2.390
C  1.669  -5.182  3.076
O  2.191  -6.053  2.396
O  1.487  -5.319  4.439
C  0.138  -4.084  1.399
C  -0.289  -2.777  0.754
C  0.325  -1.179  -1.870
C  -0.088  -0.296  -2.852
C  -0.353  -0.721  -4.161
C  -0.801  0.262  -5.052
C  -1.015  1.572  -4.638
N  -0.715  1.966  -3.378
C  -0.293  1.056  -2.487
C  -0.889  2.940  0.665
H  -3.607  5.600  3.507
H  -3.937  4.460  2.179
H  -3.161  5.966  1.825
H  -0.992  6.345  0.823
H  -0.025  6.132  -1.327
H  0.403  3.865  -2.333
H  0.886  -1.130  1.500
H  2.934  -1.666  0.117
H  2.233  -3.083  -0.475
H  2.942  -2.479  2.416
H  3.278  -3.933  1.439
H  0.925  -3.168  3.225
H  1.892  -6.157  4.596
H  0.472  -4.774  0.607
H  -0.711  -4.540  1.897
H  -0.705  -3.091  -0.195
H  -1.122  -2.274  1.289
H  0.524  -2.209  -2.084
H  -0.073  -1.743  -4.510
H  -0.998  0.027  -6.058
H  -1.442  2.298  -5.352
H  -1.120  2.071  1.278

orbital gap: 7.5 eV
calculated total energy: -1509.729293 Ha
charge: 0
SMILES string: CSc1cccc(-c2nc([C@H]3CC[C@@H](C(=O)O)CC3)cc3cccnc23)c1
ΔE to the lowest compared entry with this formula, charge and spin: 17.9 kcal per mole
LUMO level: -0.0194 hartree

# 3
A cluster of 5 separate species, C5H19NO6 in total at a distorted geometry. Source: the Open Molecules 2025 dataset; level of theory: ωB97M-V/def2-TZVPD.

Geometry (Å):
C  -0.281  0.919  1.403
C  -1.066  0.337  0.121
C  -0.570  -1.094  -0.587
O  -0.811  -2.060  0.417
N  -0.843  1.483  -0.807
C  -2.011  2.235  -1.159
C  0.409  1.542  -1.415
O  0.577  2.482  -2.213
H  -0.733  0.329  2.266
H  -0.858  1.939  1.687
H  0.738  1.114  1.350
H  -2.078  -0.065  0.364
H  -1.264  -1.460  -1.322
H  0.499  -0.991  -0.949
H  0.093  -2.068  1.000
H  -1.800  3.273  -0.784
H  -2.928  1.881  -0.663
H  -2.193  2.332  -2.260
H  1.124  1.051  -0.788
O  2.329  0.136  -2.596
H  3.306  0.183  -2.711
H  2.125  1.098  -2.812
O  -2.585  -1.665  2.504
H  -2.513  -2.336  3.132
H  -2.086  -1.753  1.803
O  2.966  -0.989  0.101
H  2.686  -1.641  -0.550
H  2.496  -0.320  -0.082
O  1.451  -2.243  1.895
H  1.727  -1.599  2.526
H  2.096  -2.052  1.129

orbital gap: 9.2 eV
calculated total energy: -707.977983 Ha
charge: 0
SMILES string: C[C@H](CO)N(C)C=O.O.O.O.O
ΔE to the lowest compared entry with this formula, charge and spin: 108.4 kcal per mole
LUMO level: 0.0097 hartree

# 4
A cluster of 3 separate species, C2H10N2O3 in total at a distorted geometry. Source: the Open Molecules 2025 dataset; level of theory: ωB97M-V/def2-TZVPD.

Geometry (Å):
N  0.251  2.628  0.360
C  1.130  1.824  -0.493
N  0.348  1.167  -1.486
C  0.990  0.221  -2.261
O  2.161  -0.111  -2.272
H  0.001  2.219  1.222
H  0.769  3.420  0.671
H  1.474  1.040  0.130
H  1.982  2.332  -0.961
H  -0.665  0.930  -1.247
H  0.373  -0.407  -2.928
O  -3.886  -4.709  0.253
H  -4.115  -5.675  0.183
H  -4.654  -4.043  0.322
O  1.173  -0.197  3.225
H  0.666  -0.548  2.473
H  2.002  -0.090  2.809

orbital gap: 10.2 eV
calculated total energy: -417.399001 Ha
charge: 0
SMILES string: NCNC=O.O.O
ΔE to the lowest compared entry with this formula, charge and spin: 46.8 kcal per mole
LUMO level: 0.0165 hartree

# 5
A cluster of 2 separate species, C2HCl2O2 in total at a distorted geometry. Source: the Open Molecules 2025 dataset; level of theory: ωB97M-V/def2-TZVPD.

Geometry (Å):
C  1.918  -0.049  -0.177
C  -1.010  0.127  0.379
O  2.005  0.793  -0.905
O  1.896  -0.853  0.619
Cl  -1.277  0.518  -1.443
Cl  -2.670  0.524  1.178
H  -0.863  -1.060  0.349

orbital gap: 6.1 eV
calculated total energy: -1147.690874 Ha
charge: -1
ΔE to the lowest compared entry with this formula, charge and spin: 28.7 kcal per mole
LUMO level: 0.1297 hartree

# 6
A cluster of 9 separate species, C28H29F8NO24 in total at a distorted geometry. Source: the Open Molecules 2025 dataset; level of theory: ωB97M-V/def2-TZVPD.

Geometry (Å):
O  -16.120  -6.569  -4.999
C  -16.790  -5.897  -4.264
O  -17.526  -6.271  -3.176
C  -18.173  -5.115  -2.697
C  -17.337  -4.029  -3.262
F  -16.319  -3.825  -2.370
O  -17.023  -4.559  -4.488
H  -19.238  -5.169  -2.919
H  -18.072  -5.172  -1.614
H  -17.890  -3.109  -3.450
O  -19.512  -2.915  -1.011
C  -20.092  -3.038  0.101
O  -20.326  -4.169  0.697
C  -21.267  -4.106  1.802
C  -21.489  -2.560  1.854
F  -21.004  -2.203  2.982
O  -20.652  -2.068  0.747
H  -22.149  -4.678  1.512
H  -20.784  -4.578  2.657
H  -22.514  -2.225  1.701
O  -27.600  -2.354  -3.926
C  -27.969  -3.481  -4.067
O  -29.250  -3.939  -4.116
C  -29.250  -5.332  -3.869
C  -27.958  -5.739  -4.442
F  -28.100  -6.068  -5.754
O  -27.166  -4.525  -4.288
H  -29.307  -5.448  -2.787
H  -30.121  -5.745  -4.378
H  -27.442  -6.540  -3.912
O  -22.115  -6.607  -2.379
C  -23.137  -6.460  -1.733
O  -23.234  -6.623  -0.390
C  -24.598  -6.574  0.022
C  -25.235  -5.862  -1.176
F  -25.260  -4.556  -1.107
O  -24.379  -6.292  -2.217
H  -24.810  -7.641  0.097
H  -24.715  -6.037  0.963
H  -26.228  -6.288  -1.321
O  -21.223  0.036  -8.030
C  -21.755  0.854  -7.272
O  -21.446  2.198  -7.195
C  -22.531  2.863  -6.494
C  -23.049  1.727  -5.668
F  -24.401  1.794  -5.576
O  -22.851  0.612  -6.484
H  -22.259  3.798  -6.005
H  -23.448  3.134  -7.018
H  -22.609  1.706  -4.670
O  -23.671  -9.027  -5.820
C  -23.666  -7.788  -5.596
O  -22.758  -6.861  -6.034
C  -22.930  -5.633  -5.380
C  -24.390  -5.690  -5.145
F  -25.010  -5.277  -6.257
O  -24.598  -7.060  -4.955
H  -22.337  -5.636  -4.465
H  -22.470  -4.739  -5.800
H  -24.897  -5.174  -4.330
O  -21.914  0.681  -1.260
C  -23.073  0.300  -1.202
O  -23.622  -0.725  -0.359
C  -24.976  -1.070  -0.752
C  -25.312  0.299  -1.342
F  -25.752  1.044  -0.346
O  -24.098  0.872  -1.817
H  -24.887  -1.887  -1.468
H  -25.598  -1.447  0.060
H  -26.002  0.352  -2.184
O  -19.894  1.242  -4.920
C  -18.893  0.622  -5.334
O  -18.083  0.946  -6.344
C  -17.178  -0.094  -6.629
C  -17.487  -1.155  -5.603
F  -16.558  -1.181  -4.684
O  -18.610  -0.651  -5.004
H  -17.290  -0.508  -7.631
H  -16.176  0.310  -6.485
H  -17.605  -2.127  -6.083
C  -23.900  -2.630  -3.757
C  -22.877  -2.871  -2.835
C  -21.641  -2.528  -3.401
N  -21.940  -1.957  -4.628
C  -23.295  -2.108  -4.922
H  -24.977  -2.701  -3.774
H  -22.922  -3.217  -1.814
H  -20.595  -2.583  -3.138
H  -21.232  -1.506  -5.190
H  -23.658  -1.817  -5.896

orbital gap: 7.9 eV
calculated total energy: -3743.813390 Ha
charge: 0
SMILES string: O=C1OC[C@@H](F)O1.O=C1OC[C@@H](F)O1.O=C1OC[C@@H](F)O1.O=C1OC[C@@H](F)O1.O=C1OC[C@@H](F)O1.O=C1OC[C@@H](F)O1.O=C1OC[C@@H](F)O1.O=C1OC[C@@H](F)O1.c1cc[nH]c1
ΔE to the lowest compared entry with this formula, charge and spin: 56.8 kcal per mole
LUMO level: -0.0154 hartree

# 7
A structure of composition C36H47As3P2PtS2. Source: the Open Molecules 2025 dataset; level of theory: ωB97M-V/def2-TZVPD.

Geometry (Å):
Pt  0.026  0.247  -0.907
S  2.673  -0.827  -0.393
P  1.212  -2.140  -0.092
C  -0.216  -1.276  0.465
P  -0.789  -1.327  2.121
S  0.425  -0.574  3.460
C  -2.436  -0.549  2.100
C  -3.255  -0.648  0.977
C  -4.559  -0.181  1.018
C  -5.050  0.406  2.177
C  -4.231  0.529  3.291
C  -2.929  0.048  3.255
C  -1.160  -3.080  2.441
C  -0.679  -3.712  3.579
C  -0.969  -5.051  3.805
C  -1.749  -5.759  2.904
C  -2.237  -5.129  1.766
C  -1.941  -3.797  1.535
C  1.759  -3.486  0.997
C  1.274  -4.782  0.845
C  1.647  -5.777  1.736
C  2.505  -5.479  2.785
C  2.989  -4.187  2.942
C  2.618  -3.192  2.053
C  0.711  -2.970  -1.629
C  -0.625  -3.106  -1.988
C  -0.970  -3.732  -3.178
C  0.022  -4.227  -4.013
C  1.358  -4.094  -3.657
C  1.702  -3.466  -2.471
H  -2.864  -1.080  0.064
H  -5.189  -0.263  0.142
H  -6.066  0.778  2.207
H  -4.608  0.991  4.194
H  -2.285  0.128  4.123
H  -0.060  -3.152  4.268
H  -0.581  -5.542  4.688
H  -1.975  -6.801  3.084
H  -2.843  -5.678  1.057
H  -2.316  -3.313  0.641
H  0.598  -5.019  0.033
H  1.266  -6.782  1.612
H  2.795  -6.254  3.482
H  3.656  -3.951  3.761
H  2.987  -2.181  2.173
H  -1.394  -2.699  -1.343
H  -2.012  -3.828  -3.454
H  -0.245  -4.715  -4.942
H  2.133  -4.480  -4.306
H  2.744  -3.342  -2.201
C  1.151  0.621  -4.490
As  0.239  1.434  -2.985
C  -1.478  1.861  -3.789
C  1.084  3.205  -2.962
C  1.204  3.919  -1.602
C  2.285  3.240  -0.766
C  -0.158  3.940  -0.885
As  -0.720  2.354  0.142
C  -0.090  2.826  1.912
C  -2.590  2.844  0.321
C  1.589  5.376  -1.944
As  2.252  6.757  -0.683
C  4.032  6.055  -0.244
C  1.394  6.366  1.040
H  2.189  0.443  -4.211
H  1.104  1.274  -5.362
H  0.680  -0.336  -4.710
H  -1.353  2.519  -4.650
H  -2.111  2.343  -3.044
H  -1.959  0.935  -4.102
H  0.504  3.823  -3.654
H  2.082  3.088  -3.395
H  2.094  2.169  -0.640
H  2.356  3.684  0.227
H  3.259  3.348  -1.248
H  -0.955  4.131  -1.612
H  -0.192  4.763  -0.170
H  -0.344  3.867  2.120
H  0.985  2.670  1.974
H  -0.561  2.162  2.633
H  -2.667  3.891  0.619
H  -3.046  2.213  1.078
H  -3.107  2.691  -0.625
H  0.733  5.851  -2.434
H  2.385  5.365  -2.699
H  4.561  5.817  -1.166
H  4.001  5.171  0.388
H  4.582  6.844  0.268
H  0.338  6.633  1.008
H  1.878  7.009  1.776
H  1.502  5.331  1.358

orbital gap (alpha / beta): 6.3 / 6.2 eV
calculated total energy: -9705.713751 Ha
charge: 0
ΔE to the lowest compared entry with this formula, charge and spin: 7.0 kcal per mole
LUMO level (alpha / beta): 0.0127 / -0.0370 hartree
spin multiplicity: 3